Record 1
{"formula": "C40H87F2N2O3", "method": "wB97M-V/def2-TZVPD", "e_tot_ev": -57449.9243, "spin_multiplicity": 1, "de_lowest_kj_mol": 0.00, "total_charge": -1, "elements": ["C", "C", "C", "C", "O", "C", "C", "C", "C", "N", "N", "C", "O", "F", "C", "O", "F", "H", "H", "H", "H", "H", "H", "H", "H", "H", "H", "H", "H", "H", "H", "H", "H", "H", "C", "C", "C", "C", "C", "C", "H", "H", "H", "H", "H", "H", "H", "H", "H", "H", "H", "H", "H", "H", "C", "C", "C", "C", "C", "C", "H", "H", "H", "H", "H", "H", "H", "H", "H", "H", "H", "H", "H", "H", "C", "C", "C", "C", "C", "C", "H", "H", "H", "H", "H", "H", "H", "H", "H", "H", "H", "H", "H", "H", "C", "C", "C", "C", "C", "C", "H", "H", "H", "H", "H", "H", "H", "H", "H", "H", "H", "H", "H", "H", "C", "C", "C", "C", "C", "C", "H", "H", "H", "H", "H", "H", "H", "H", "H", "H", "H", "H", "H", "H"], "positions_angstrom": [[-1.454, -1.059, 0.193], [-0.633, -0.197, 1.177], [-0.123, 1.103, 0.502], [1.314, 1.536, 0.845], [1.937, 1.977, -0.340], [3.233, 2.540, -0.105], [3.642, 3.240, -1.410], [2.616, 4.327, -1.779], [1.676, 4.011, -2.961], [1.445, 2.570, -3.181], [4.171, 1.268, 0.074], [3.928, 0.184, -0.779], [3.622, 0.116, -1.915], [3.926, -0.963, -0.031], [5.491, 1.598, 0.245], [6.000, 2.164, 1.151], [6.284, 1.173, -0.791], [-1.881, -0.443, -0.608], [-0.839, -1.837, -0.272], [-2.304, -1.520, 0.714], [-1.277, 0.084, 2.018], [0.250, -0.737, 1.538], [-0.812, 1.933, 0.714], [-0.135, 0.952, -0.588], [1.890, 0.707, 1.293], [1.309, 2.352, 1.584], [3.779, 2.552, -2.258], [4.601, 3.737, -1.201], [2.034, 4.576, -0.880], [3.154, 5.249, -2.052], [0.726, 4.546, -2.781], [2.093, 4.411, -3.896], [1.055, 2.453, -4.114], [0.729, 2.244, -2.538], [2.353, -3.392, 0.985], [1.792, -4.770, 1.325], [0.434, -4.726, 2.026], [0.426, -3.986, 3.365], [1.408, -4.527, 4.403], [1.138, -5.974, 4.802], [2.533, -2.799, 1.883], [3.300, -3.469, 0.454], [1.668, -2.831, 0.348], [2.513, -5.314, 1.943], [1.684, -5.352, 0.405], [0.070, -5.748, 2.167], [-0.288, -4.239, 1.363], [-0.587, -4.028, 3.780], [0.638, -2.927, 3.197], [1.355, -3.895, 5.293], [2.432, -4.436, 4.029], [0.128, -6.083, 5.204], [1.841, -6.309, 5.567], [1.233, -6.651, 3.951], [3.713, 1.161, -8.602], [3.020, -0.182, -8.394], [1.727, -0.082, -7.587], [1.903, 0.452, -6.163], [2.871, -0.341, -5.286], [2.443, -1.788, -5.065], [4.008, 1.610, -7.653], [4.614, 1.048, -9.207], [3.051, 1.864, -9.114], [3.710, -0.875, -7.905], [2.790, -0.621, -9.370], [1.255, -1.068, -7.553], [1.027, 0.569, -8.122], [0.921, 0.464, -5.677], [2.231, 1.495, -6.198], [2.946, 0.154, -4.316], [3.875, -0.318, -5.721], [1.456, -1.830, -4.598], [3.144, -2.298, -4.403], [2.398, -2.353, -6.001], [3.615, 2.356, 3.678], [2.629, 2.119, 4.818], [1.959, 3.399, 5.318], [2.920, 4.442, 5.891], [3.785, 3.948, 7.049], [2.979, 3.510, 8.268], [4.451, 2.988, 3.984], [4.037, 1.416, 3.321], [3.133, 2.833, 2.825], [3.128, 1.609, 5.649], [1.845, 1.436, 4.474], [1.204, 3.143, 6.069], [1.413, 3.856, 4.486], [2.337, 5.307, 6.228], [3.572, 4.808, 5.094], [4.466, 4.752, 7.342], [4.417, 3.122, 6.713], [2.357, 4.329, 8.638], [3.636, 3.194, 9.081], [2.322, 2.671, 8.033], [-4.400, -0.042, 2.980], [-5.270, 0.642, 1.931], [-4.604, 1.861, 1.294], [-4.271, 2.994, 2.266], [-5.464, 3.541, 3.048], [-6.547, 4.147, 2.162], [-4.188, 0.611, 3.828], [-4.894, -0.935, 3.367], [-3.445, -0.346, 2.546], [-6.232, 0.918, 2.374], [-5.497, -0.079, 1.141], [-5.246, 2.239, 0.493], [-3.676, 1.541, 0.809], [-3.812, 3.811, 1.700], [-3.507, 2.657, 2.972], [-5.102, 4.305, 3.742], [-5.899, 2.752, 3.668], [-6.141, 4.958, 1.553], [-7.363, 4.555, 2.762], [-6.976, 3.405, 1.486], [-4.958, -5.426, -4.572], [-5.862, -4.716, -3.570], [-5.826, -3.193, -3.689], [-4.455, -2.562, -3.436], [-3.839, -2.885, -2.076], [-4.672, -2.392, -0.897], [-3.910, -5.161, -4.427], [-5.038, -6.510, -4.474], [-5.231, -5.162, -5.597], [-5.588, -5.017, -2.555], [-6.893, -5.051, -3.718], [-6.558, -2.766, -2.997], [-6.160, -2.908, -4.693], [-4.551, -1.476, -3.531], [-3.759, -2.869, -4.222], [-2.849, -2.426, -2.027], [-3.676, -3.963, -1.983], [-4.814, -1.310, -0.951], [-4.171, -2.616, 0.045], [-5.654, -2.869, -0.869]], "atomic_forces_ev_per_a": [[-0.14, 0.08, 0.38], [0.02, 0.63, -0.55], [0.17, -0.14, -0.21], [-0.23, 0.17, 0.16], [0.07, -0.28, 0.15], [-0.33, 0.54, 0.21], [-0.05, -0.04, 0.10], [0.24, 0.21, -0.05], [-0.18, -0.18, 0.14], [-0.44, 0.35, -0.35], [0.44, -0.03, -0.92], [-0.03, 0.34, 0.36], [-0.16, -0.05, -0.40], [0.16, -0.27, 0.06], [-0.46, -0.28, 0.62], [0.18, 0.39, 0.05], [0.02, -0.23, -0.04], [0.09, -0.06, 0.13], [-0.13, 0.09, 0.03], [0.26, -0.17, -0.18], [0.30, -0.21, 0.10], [-0.34, -0.11, 0.14], [0.07, -0.17, -0.12], [0.04, 0.03, 0.21], [-0.14, 0.05, -0.09], [0.11, -0.11, -0.10], [-0.05, 0.12, 0.06], [-0.08, -0.19, -0.10], [0.08, -0.16, -0.17], [-0.15, -0.13, 0.11], [0.18, 0.03, -0.17], [0.03, -0.09, 0.21], [0.06, -0.02, 0.13], [0.38, -0.13, 0.13], [0.00, -0.14, 0.09], [-0.01, 0.06, -0.05], [0.01, -0.02, 0.01], [-0.01, 0.03, -0.01], [-0.03, -0.02, 0.03], [0.05, 0.03, 0.00], [0.01, 0.04, -0.03], [0.00, 0.02, -0.01], [-0.03, 0.04, -0.01], [-0.01, -0.02, 0.01], [0.02, -0.01, 0.01], [0.00, 0.01, 0.02], [-0.02, 0.02, -0.04], [0.01, 0.00, 0.01], [0.00, 0.00, -0.02], [0.02, 0.00, 0.00], [0.00, 0.02, -0.01], [-0.01, -0.01, -0.02], [-0.01, -0.01, 0.01], [-0.01, 0.00, 0.00], [0.03, -0.05, 0.00], [-0.01, 0.03, -0.04], [-0.01, 0.00, 0.01], [0.01, -0.02, 0.02], [-0.07, 0.04, 0.07], [0.06, 0.01, -0.04], [-0.01, 0.00, 0.00], [-0.01, 0.01, -0.01], [0.00, 0.01, 0.02], [-0.01, -0.01, 0.01], [0.01, -0.01, 0.00], [0.00, 0.00, 0.01], [0.01, 0.00, -0.01], [0.00, 0.00, 0.01], [0.00, 0.00, 0.00], [0.02, 0.02, -0.02], [0.00, 0.01, 0.00], [-0.01, -0.01, -0.01], [-0.02, 0.00, 0.02], [-0.01, 0.00, 0.01], [-0.04, -0.05, 0.14], [0.02, 0.01, -0.09], [-0.04, -0.02, 0.02], [0.00, 0.02, -0.02], [-0.02, 0.03, 0.04], [0.05, -0.02, -0.02], [0.01, -0.02, 0.00], [0.01, 0.02, -0.04], [0.10, 0.01, -0.08], [-0.02, 0.00, 0.02], [0.00, -0.01, 0.01], [0.01, 0.02, 0.01], [0.01, -0.01, -0.01], [0.01, 0.00, 0.01], [-0.01, -0.02, -0.01], [0.01, -0.01, 0.00], [0.00, 0.00, -0.02], [-0.02, -0.01, -0.01], [-0.01, 0.01, 0.01], [-0.01, 0.00, 0.00], [-0.08, -0.03, 0.00], [0.07, -0.04, -0.02], [0.00, -0.01, -0.04], [0.02, -0.01, 0.01], [0.00, 0.04, -0.02], [-0.01, -0.02, 0.05], [0.00, 0.01, -0.01], [0.04, -0.01, 0.02], [0.01, 0.00, 0.02], [0.00, 0.04, -0.01], [-0.03, 0.01, 0.00], [0.00, 0.02, 0.01], [0.00, -0.02, 0.00], [0.00, 0.01, 0.01], [0.00, -0.01, -0.01], [-0.01, -0.01, 0.01], [0.01, -0.01, 0.00], [0.00, -0.01, -0.02], [0.00, 0.01, -0.01], [0.00, 0.00, -0.01], [-0.02, -0.02, 0.05], [-0.01, -0.01, -0.05], [-0.01, 0.01, 0.01], [0.00, -0.01, -0.02], [0.00, 0.06, 0.01], [0.06, -0.11, -0.02], [0.00, 0.00, -0.01], [0.00, 0.00, -0.02], [0.02, 0.01, 0.00], [-0.01, 0.01, 0.01], [0.00, -0.01, 0.01], [0.01, 0.01, 0.00], [0.00, -0.01, 0.00], [0.01, 0.00, 0.01], [-0.01, 0.00, -0.01], [0.01, -0.02, 0.01], [0.00, -0.01, -0.02], [-0.04, 0.00, 0.01], [-0.04, 0.02, 0.02], [-0.02, 0.04, -0.01]]}


Record 2
{"formula": "C40H90F4KN7O8S4", "method": "wB97M-V/def2-TZVPD", "e_tot_ev": -140249.3429, "spin_multiplicity": 1, "total_charge": 4, "elements": ["K", "C", "C", "C", "N", "C", "C", "C", "C", "C", "H", "H", "H", "H", "H", "H", "H", "H", "H", "H", "H", "H", "H", "H", "H", "H", "H", "H", "C", "C", "C", "N", "C", "C", "C", "C", "C", "H", "H", "H", "H", "H", "H", "H", "H", "H", "H", "H", "H", "H", "H", "H", "H", "H", "H", "C", "C", "C", "N", "C", "C", "C", "C", "C", "H", "H", "H", "H", "H", "H", "H", "H", "H", "H", "H", "H", "H", "H", "H", "H", "H", "H", "C", "C", "C", "N", "C", "C", "C", "C", "C", "H", "H", "H", "H", "H", "H", "H", "H", "H", "H", "H", "H", "H", "H", "H", "H", "H", "H", "C", "C", "C", "N", "C", "C", "C", "C", "C", "H", "H", "H", "H", "H", "H", "H", "H", "H", "H", "H", "H", "H", "H", "H", "H", "H", "H", "N", "S", "O", "O", "F", "S", "O", "O", "F", "N", "S", "O", "O", "F", "S", "O", "O", "F"], "positions_angstrom": [[12.654, 8.165, 16.934], [6.537, 8.428, 12.370], [6.686, 9.936, 12.530], [6.644, 10.315, 14.018], [6.298, 11.790, 14.195], [7.422, 12.714, 13.673], [4.894, 12.269, 13.917], [4.744, 13.548, 14.715], [5.344, 13.092, 16.050], [6.411, 12.032, 15.774], [6.540, 8.079, 11.337], [5.537, 8.095, 12.670], [7.245, 7.849, 12.963], [5.944, 10.514, 11.981], [7.650, 10.288, 12.156], [7.572, 10.181, 14.566], [5.798, 9.814, 14.491], [7.266, 12.695, 12.595], [8.435, 12.376, 13.877], [7.154, 13.639, 14.170], [4.686, 12.277, 12.849], [4.138, 11.601, 14.342], [5.292, 14.319, 14.176], [3.672, 13.727, 14.734], [5.788, 13.817, 16.731], [4.573, 12.539, 16.588], [7.455, 12.324, 15.859], [6.232, 11.091, 16.285], [8.028, 19.659, 10.564], [9.224, 19.564, 11.523], [8.979, 18.594, 12.673], [10.240, 17.908, 13.226], [10.887, 18.917, 14.139], [11.242, 17.300, 12.348], [10.936, 15.781, 12.232], [9.857, 15.557, 13.310], [9.718, 16.801, 14.164], [8.148, 19.170, 9.600], [7.621, 20.654, 10.405], [7.216, 19.128, 11.073], [9.414, 20.552, 11.953], [10.168, 19.361, 11.017], [8.493, 17.698, 12.273], [8.403, 18.974, 13.509], [10.178, 19.377, 14.823], [11.252, 19.717, 13.491], [11.722, 18.506, 14.698], [12.262, 17.413, 12.702], [11.166, 17.716, 11.347], [11.772, 15.092, 12.378], [10.683, 15.479, 11.215], [9.944, 14.621, 13.863], [8.949, 15.376, 12.716], [10.474, 16.637, 14.934], [8.722, 16.932, 14.570], [10.680, 2.822, 9.453], [11.409, 3.632, 10.534], [11.705, 5.022, 10.042], [12.555, 5.874, 11.000], [11.818, 6.001, 12.295], [13.957, 5.371, 11.233], [14.748, 6.559, 11.701], [14.117, 7.820, 11.142], [12.839, 7.270, 10.439], [11.166, 2.865, 8.477], [9.645, 3.061, 9.202], [10.636, 1.784, 9.780], [12.331, 3.128, 10.828], [10.804, 3.656, 11.443], [10.875, 5.713, 9.890], [12.221, 4.968, 9.081], [11.651, 5.058, 12.811], [10.875, 6.544, 12.296], [12.437, 6.584, 12.982], [14.022, 4.534, 11.934], [14.436, 4.908, 10.369], [14.956, 6.636, 12.768], [15.711, 6.275, 11.263], [13.788, 8.438, 11.969], [14.807, 8.406, 10.543], [11.986, 7.908, 10.656], [12.945, 7.145, 9.363], [19.304, 19.022, 15.097], [18.695, 17.633, 15.371], [17.206, 17.492, 15.187], [16.644, 16.170, 15.726], [17.513, 14.934, 15.372], [15.213, 15.893, 15.332], [14.575, 14.935, 16.410], [15.390, 15.259, 17.632], [16.528, 16.207, 17.251], [20.363, 19.048, 15.334], [18.825, 19.663, 15.843], [19.088, 19.407, 14.104], [19.056, 17.359, 16.366], [19.160, 16.874, 14.730], [16.830, 17.454, 14.167], [16.777, 18.274, 15.816], [16.964, 14.079, 15.753], [18.432, 15.036, 15.937], [17.528, 15.044, 14.293], [15.260, 15.478, 14.329], [14.610, 16.769, 15.568], [14.726, 13.879, 16.194], [13.514, 15.155, 16.515], [15.868, 14.403, 18.116], [14.919, 15.718, 18.505], [17.466, 15.895, 17.705], [16.339, 17.219, 17.607], [7.897, 6.960, 17.136], [8.193, 7.365, 18.575], [7.663, 6.358, 19.639], [7.370, 6.890, 21.033], [8.624, 7.605, 21.417], [6.943, 5.813, 22.002], [5.522, 6.090, 22.394], [4.982, 7.206, 21.475], [6.233, 7.896, 20.927], [6.821, 6.959, 16.933], [8.255, 5.964, 16.872], [8.233, 7.655, 16.365], [7.690, 8.303, 18.814], [9.278, 7.458, 18.673], [8.402, 5.556, 19.640], [6.726, 5.895, 19.324], [8.414, 8.010, 22.413], [8.967, 8.482, 20.877], [9.451, 6.925, 21.617], [7.665, 5.748, 22.808], [6.895, 4.886, 21.426], [5.532, 6.511, 23.405], [4.777, 5.302, 22.480], [4.417, 7.916, 22.075], [4.379, 6.858, 20.639], [6.417, 8.886, 21.343], [5.977, 8.169, 19.901], [9.317, 16.491, 17.744], [10.218, 15.213, 17.775], [10.772, 14.761, 19.020], [11.009, 14.870, 16.602], [8.983, 14.144, 17.635], [10.538, 17.611, 17.996], [11.587, 17.792, 17.028], [10.897, 17.811, 19.369], [9.636, 18.911, 17.754], [11.755, 10.396, 15.441], [11.570, 11.846, 15.047], [10.274, 12.431, 15.349], [12.294, 12.310, 13.888], [12.417, 12.507, 16.245], [11.092, 9.727, 14.042], [12.010, 8.947, 13.273], [9.906, 10.299, 13.444], [10.324, 8.574, 14.877]], "atomic_forces_ev_per_a": [[0.00, 0.27, -0.09], [-0.96, -0.32, -0.33], [0.96, 0.13, 0.59], [-1.53, 1.02, -1.10], [1.61, -0.59, 2.88], [-2.11, -0.73, -0.94], [0.01, -0.56, -0.59], [0.51, -0.59, -0.69], [0.18, -0.40, 0.84], [0.08, 0.08, -1.94], [0.56, 0.27, -0.08], [0.03, 0.22, 0.39], [0.20, 0.14, -0.07], [-0.29, -0.31, 0.01], [0.03, -0.21, -0.19], [0.07, -0.27, -0.15], [0.22, -0.28, 0.17], [0.15, 0.66, -0.08], [-0.26, -0.31, 0.56], [0.69, 0.42, -0.51], [0.25, 0.43, -0.05], [0.63, -0.66, 0.03], [-0.30, 0.47, 0.47], [0.14, 0.61, 0.30], [-0.40, 0.40, -0.22], [-0.21, 0.45, 0.16], [-0.10, 0.11, 0.68], [-0.04, -0.01, -0.08], [-0.77, -0.66, 0.67], [0.44, 1.25, 0.38], [0.75, -1.92, -2.00], [-1.06, 1.36, 3.84], [0.62, 1.07, -0.77], [0.30, -1.54, -1.85], [0.36, -0.24, 0.61], [-1.72, -1.16, -1.77], [1.93, -1.61, -0.81], [0.31, 0.02, 0.03], [0.46, 0.16, -0.01], [-0.21, 0.01, -0.29], [-0.12, 0.04, 0.02], [-0.18, -0.31, -0.17], [-0.60, 0.34, -0.09], [0.19, 0.12, 0.08], [-0.21, -0.41, 0.04], [0.10, 0.00, 0.08], [-0.18, -0.29, -0.03], [-0.21, 0.56, 0.39], [0.14, 0.36, 0.19], [0.44, 0.67, 0.58], [-0.80, 0.40, 0.10], [0.51, 0.31, 0.40], [-0.27, 0.27, 0.27], [-0.29, 0.66, 0.40], [0.10, 0.62, -0.04], [-0.06, -0.57, -0.28], [-0.81, 0.03, 0.07], [0.59, 1.25, -0.10], [-0.02, -0.29, -0.11], [0.79, 0.35, 1.47], [-0.10, -1.12, 1.08], [1.91, -0.65, -0.16], [-0.90, -0.70, 0.20], [0.05, 0.53, -0.19], [0.41, -0.13, 0.20], [0.00, 0.59, 0.61], [0.17, -0.05, -0.16], [0.11, -0.02, -0.28], [-0.14, 0.01, -0.09], [-0.54, -0.63, -0.08], [0.29, 0.11, 0.15], [0.15, -0.29, -0.56], [-0.02, -0.05, -0.97], [0.13, -0.03, -0.28], [-0.66, 0.21, 0.26], [-0.77, 0.54, -0.70], [-0.42, -0.25, 0.05], [0.30, 0.94, 0.18], [0.07, 0.20, -0.05], [-0.33, -0.10, -0.43], [-0.14, -0.13, -0.18], [0.08, 0.02, 0.01], [-1.25, -0.14, 0.76], [1.63, -1.06, -0.98], [-0.47, -0.50, 0.86], [0.19, -0.64, 2.37], [-1.52, 1.88, 0.36], [-0.37, -0.79, 1.06], [0.98, 0.06, -0.77], [1.25, 0.26, 1.99], [0.29, 0.05, 0.09], [0.07, -0.20, -0.30], [0.11, 0.42, -0.27], [0.16, -0.02, -0.05], [-0.60, -0.03, 0.23], [0.22, 0.26, -0.11], [0.39, 0.78, -0.21], [-0.72, -0.02, -0.51], [0.00, -0.16, -0.36], [0.31, -0.03, -0.56], [0.75, -0.84, -0.10], [-0.61, 0.48, -0.22], [0.39, 0.61, -1.14], [-0.32, 0.03, -0.35], [-0.02, -0.13, -0.09], [-0.27, -0.39, -0.46], [-0.71, 0.06, -0.45], [0.10, 0.09, -0.21], [-0.09, 0.12, -0.46], [-1.10, -0.22, -0.44], [-0.52, 0.05, 0.67], [-0.33, -0.94, -1.26], [1.39, 1.95, -2.18], [0.21, 0.26, 3.10], [-0.30, -1.41, -1.08], [-1.17, 1.82, 1.46], [0.72, 0.07, 0.36], [-1.51, 0.40, -0.63], [-0.07, -0.27, 0.34], [0.13, 0.00, 0.14], [0.60, 0.16, 0.40], [0.47, 0.34, -0.37], [-0.14, 0.27, 0.33], [-0.12, -0.14, 0.86], [-0.01, 0.13, -0.22], [0.03, 0.02, -0.02], [-0.60, -0.34, -0.85], [-0.14, -0.31, -0.56], [-0.06, 0.00, 0.01], [0.74, -0.03, 0.09], [0.00, 0.01, -0.02], [0.64, -0.62, -0.38], [-0.26, -0.06, -0.21], [-0.12, -0.22, 0.19], [0.66, -0.48, 0.77], [0.70, -0.46, -0.23], [2.81, 1.63, -0.23], [-0.42, -5.61, -0.17], [0.09, 1.09, -0.35], [-0.56, 1.32, 0.47], [0.01, 0.60, -0.31], [-1.23, 4.03, 2.11], [-0.43, -1.12, -0.48], [-0.05, -1.17, -0.82], [-0.14, -0.73, -0.60], [-0.70, -3.79, -2.54], [0.11, 9.17, 2.40], [0.87, -1.49, -1.18], [-0.81, -1.12, 0.10], [0.07, -1.08, -0.46], [-2.23, -2.68, 1.00], [0.18, 0.87, 0.18], [2.04, 0.47, 0.12], [0.37, -0.78, 0.51]]}